Entry from the Open Molecules 2025 dataset: a structure of composition C32H71AsBKN8PSi3 (ωB97M-V with the def2-TZVPD basis set).

Molar mass (g mol⁻¹): 808.0
Energy relative to the best compared isomer or geometry (same formula, charge and spin) (kJ/mol): 9.4
2S+1: 1
Total charge: -1
HOMO (eV): -3.1
Frontier orbital gap (Ha): 0.1476

```
118
Properties=species:S:1:pos:R:3:mulliken_charge:R:1
K 0.4907 0.2867 0.1937 1.08
C -0.3555 2.0497 4.1758 -0.92
C -1.1704 2.4486 2.9894 0.67
C -1.7592 3.6930 2.7076 -1.77
C -2.3906 3.5215 1.4950 0.80
C -3.1226 4.5176 0.6605 -1.27
N -2.1906 2.2457 1.1014 0.99
N -1.4169 1.5824 2.0164 -0.32
B -2.6687 1.4122 -0.0992 -0.20
N -4.0944 0.8150 0.0187 0.76
N -4.4146 -0.0667 -0.9663 -0.75
C -5.6564 -0.4585 -0.7247 0.59
C -6.3333 -1.4393 -1.6276 -1.40
C -6.1596 0.1670 0.4309 -1.31
C -5.1195 0.9641 0.8783 0.81
C -5.0763 1.8416 2.0883 -1.00
N -2.5048 2.1660 -1.4539 1.57
N -1.2249 2.1704 -1.9135 -0.61
C -1.2048 2.9226 -3.0017 0.73
C 0.0674 3.0932 -3.7664 -1.19
C -2.4997 3.3983 -3.2808 -1.79
C -3.3000 2.8917 -2.2751 1.07
C -4.7843 3.0359 -2.1366 -1.36
H 0.2114 2.8949 4.5650 0.47
H -0.9886 1.6755 4.9851 0.27
H 0.3540 1.2688 3.9003 -0.23
H -1.7064 4.5982 3.2909 0.44
H -3.5359 5.3052 1.2916 0.40
H -2.4604 4.9756 -0.0777 0.24
H -3.9367 4.0539 0.1140 0.07
H -1.9236 0.4920 -0.1562 -0.45
H -5.6256 -1.7966 -2.3758 0.26
H -6.7195 -2.2967 -1.0728 0.33
H -7.1748 -0.9818 -2.1525 0.26
H -7.1273 0.0451 0.8904 0.44
H -5.9736 1.6663 2.6821 0.43
H -4.2033 1.6465 2.7115 0.10
H -5.0520 2.8960 1.8133 0.10
H 0.8680 2.5466 -3.2672 0.10
H -0.0234 2.7012 -4.7826 0.26
H 0.3508 4.1446 -3.8477 0.35
H -2.8177 4.0073 -4.1130 0.44
H -5.2305 3.0712 -3.1312 0.41
H -5.2380 2.2143 -1.5876 0.13
H -5.0668 3.9648 -1.6330 0.23
C -2.3466 -3.0578 2.6561 -1.58
P -0.7237 -2.4066 2.0882 1.20
C -0.1373 -1.6447 3.6387 -0.94
C 0.2573 -3.9633 2.0860 -0.97
H -2.2504 -3.6220 3.5878 0.41
H -2.7846 -3.7045 1.8933 0.40
H -3.0289 -2.2213 2.8137 0.33
H -0.1569 -2.3593 4.4668 0.45
H -0.7852 -0.7974 3.8681 0.18
H 0.8778 -1.2577 3.5055 -0.06
H 0.2101 -4.4780 3.0497 0.42
H 1.2988 -3.7324 1.8625 -0.02
H -0.1157 -4.6379 1.3110 0.38
C 4.2922 -2.7017 1.3033 -0.85
Si 4.7287 -1.2863 2.4864 0.19
C 4.8503 -2.0833 4.2024 -1.11
C 6.4908 -0.7845 2.0242 -1.05
As 3.1703 0.3656 2.2338 -0.09
Si 3.6922 1.6405 4.0616 0.08
C 3.0960 3.4061 3.7295 -0.96
C 5.5369 1.8275 4.4448 -1.17
C 2.9307 1.0902 5.7106 -1.10
H 5.1374 -3.3842 1.1683 0.40
H 4.0102 -2.3035 0.3246 -0.02
H 3.4519 -3.2786 1.6972 0.11
H 5.5218 -2.9487 4.1807 0.38
H 3.8656 -2.4151 4.5411 0.26
H 5.2332 -1.3793 4.9456 0.27
H 7.1918 -1.6193 2.1328 0.33
H 6.8383 0.0440 2.6446 0.25
H 6.5113 -0.4432 0.9863 0.26
H 3.7204 3.8476 2.9487 0.30
H 3.1663 4.0338 4.6242 0.28
H 2.0666 3.4300 3.3665 0.17
H 6.0758 2.1923 3.5678 0.27
H 5.9906 0.8806 4.7465 0.26
H 5.6809 2.5432 5.2617 0.36
H 1.8675 0.8665 5.6062 0.26
H 3.0498 1.8578 6.4833 0.33
H 3.4228 0.1771 6.0584 0.33
N -1.1767 -3.0169 -3.6100 -0.06
C -1.2127 -1.5128 -3.6307 -1.03
C -1.0047 -1.0487 -2.1811 -0.03
N -0.2567 -2.0297 -1.4124 0.26
C 0.7847 -2.6925 -2.1550 0.68
C 0.2164 -3.5186 -3.3328 -1.01
H -1.5418 -3.4166 -4.4699 0.36
H -1.7766 -3.3100 -2.8366 0.42
H -2.1752 -1.1967 -4.0285 0.47
H -0.4070 -1.1896 -4.2906 0.16
H -1.9728 -0.8588 -1.7192 0.16
H -0.4588 -0.1046 -2.2407 0.01
H -0.7468 -2.5418 -0.6948 0.05
H 1.3660 -3.3364 -1.4962 0.55
H 1.4386 -1.9001 -2.5362 -1.23
H 0.1322 -4.5867 -3.1282 0.31
H 0.7927 -3.3661 -4.2446 0.49
C 3.0737 -1.7358 -4.5800 -1.07
Si 3.5518 -0.1781 -3.5653 -0.13
C 3.3062 1.2645 -4.7704 -1.02
C 5.4377 -0.3750 -3.4067 -1.13
C 2.5487 0.0389 -2.0928 -0.29
H 3.7312 -1.8620 -5.4453 0.51
H 2.0462 -1.6414 -4.9510 0.14
H 3.1489 -2.6492 -3.9791 0.29
H 4.0275 1.2390 -5.5928 0.34
H 3.4259 2.2185 -4.2492 0.33
H 2.2993 1.2507 -5.1970 0.19
H 5.9418 -0.4812 -4.3736 0.27
H 5.6770 -1.2529 -2.7982 0.28
H 5.8622 0.4912 -2.8917 0.32
H 2.6783 1.0400 -1.6619 0.29
H 2.7342 -0.6916 -1.2889 -0.07
```